No. 1
{
  "formula": "C5H8O2S",
  "method": "ωB97M-V with the def2-TZVPD basis set",
  "largest_force_ev_per_a": 5.5,
  "homo_ev": -8.8,
  "relative_energy_kcal_mol": 107.99,
  "lumo_ha": -0.0096,
  "elements": ["C", "C", "C", "C", "C", "H", "H", "H", "H", "H", "H", "H", "H", "O", "O", "S"],
  "xyz": [[0.68871, 0.54370, -1.62941], [0.48216, 0.13476, -0.13528], [1.37178, 0.32263, 1.02541], [-0.89387, -0.59785, -0.12386], [-1.12498, -1.31441, 1.09111], [-0.33413, 0.85241, -1.89614], [1.48848, 1.43843, -1.78871], [1.00887, -0.17905, -2.41706], [2.29414, 0.57116, 0.73587], [1.27899, -0.44233, 1.86161], [-1.10291, -1.40166, -0.98019], [-1.30537, 1.35607, 0.34483], [-0.30929, -2.01695, 1.19360], [0.37430, 1.29266, 0.77838], [-1.83308, 0.48955, -0.41461], [-2.08378, -1.04912, 2.35443]],
  "atomic_forces_ev_per_a": [[2.0, 2.0, -0.2], [-0.7, 0.3, -1.7], [-3.3, -3.3, 0.5], [-2.0, 1.3, -2.7], [0.5, -0.4, 2.3], [0.7, 0.4, -0.2], [-2.1, -1.9, 0.7], [-0.2, -0.2, 1.3], [3.7, 1.3, -0.5], [-0.1, 1.5, -0.7], [1.1, 1.7, 1.4], [-2.6, -3.7, -3.1], [0.0, -0.8, 0.2], [0.2, -0.5, -0.3], [2.9, 2.3, 3.8], [-0.1, 0.0, -0.5]],
  "mulliken_charge": [-1.213, 0.928, -0.708, 0.346, -0.729, 0.332, 0.283, 0.306, 0.405, 0.249, 0.280, 0.488, 0.350, -0.507, -0.640, -0.171]
}


No. 2
{
  "formula": "C6H13ClN",
  "method": "ωB97M-V with the def2-TZVPD basis set",
  "charge": 1,
  "largest_force_ev_per_a": 3.5,
  "homo_ev": [-13.0, -12.9],
  "relative_energy_kcal_mol": 94.55,
  "lumo_ha": [-0.1525, -0.1693],
  "elements": ["C", "C", "C", "C", "C", "C", "N", "Cl", "H", "H", "H", "H", "H", "H", "H", "H", "H", "H", "H", "H", "H"],
  "xyz": [[2.46604, -0.72624, 0.52127], [1.59527, 0.20786, 0.25309], [3.96656, -0.84546, 0.33952], [-1.42747, 0.07341, -1.44893], [-2.44085, -0.29520, 0.88934], [-1.39667, 0.31965, 0.00493], [-1.07622, 1.70112, 0.47331], [1.74979, 1.73775, -0.43420], [2.15010, -1.70805, 0.99398], [4.25008, -1.03324, 1.40086], [4.11112, -1.56439, -0.50425], [4.39118, 0.08707, -0.12182], [-0.95048, -0.82672, -1.66582], [-2.50280, -0.04442, -1.71440], [-0.80591, 0.75027, -2.02018], [-3.08548, 0.40939, 1.31686], [-3.09986, -0.80921, 0.13369], [-1.93142, -0.88804, 1.59177], [-0.08655, 1.93709, 0.25362], [-1.03671, 1.70690, 1.53037], [-1.75087, 2.43184, 0.20747]],
  "atomic_forces_ev_per_a": [[-0.3, -1.9, 0.5], [0.0, -0.6, 0.2], [-0.6, 1.7, -1.1], [-0.7, 1.0, 0.5], [0.2, -0.7, -3.4], [-0.2, 1.0, 0.8], [0.5, -0.2, 1.9], [0.6, 0.4, -0.3], [-0.4, 1.4, -0.6], [0.9, -0.3, -1.3], [0.3, -0.2, 1.4], [-0.2, -0.6, 1.0], [0.5, -2.0, -0.2], [0.8, 0.5, -0.5], [-0.5, 0.7, -0.3], [-0.7, 1.3, 1.1], [0.6, -0.4, 1.4], [0.0, -1.2, 1.1], [-0.5, 0.4, -0.7], [-0.4, -0.1, -1.2], [0.3, -0.1, -0.3]],
  "mulliken_charge": [-0.196, 0.201, -0.925, -1.290, -1.306, 0.591, -0.131, -0.213, 0.274, 0.309, 0.298, 0.291, 0.363, 0.384, 0.358, 0.450, 0.346, 0.310, 0.063, 0.457, 0.366]
}


Please write out number 2 again, unchanged.
{
  "formula": "C6H13ClN",
  "method": "ωB97M-V with the def2-TZVPD basis set",
  "charge": 1,
  "largest_force_ev_per_a": 3.5,
  "homo_ev": [-13.0, -12.9],
  "relative_energy_kcal_mol": 94.55,
  "lumo_ha": [-0.1525, -0.1693],
  "elements": ["C", "C", "C", "C", "C", "C", "N", "Cl", "H", "H", "H", "H", "H", "H", "H", "H", "H", "H", "H", "H", "H"],
  "xyz": [[2.46604, -0.72624, 0.52127], [1.59527, 0.20786, 0.25309], [3.96656, -0.84546, 0.33952], [-1.42747, 0.07341, -1.44893], [-2.44085, -0.29520, 0.88934], [-1.39667, 0.31965, 0.00493], [-1.07622, 1.70112, 0.47331], [1.74979, 1.73775, -0.43420], [2.15010, -1.70805, 0.99398], [4.25008, -1.03324, 1.40086], [4.11112, -1.56439, -0.50425], [4.39118, 0.08707, -0.12182], [-0.95048, -0.82672, -1.66582], [-2.50280, -0.04442, -1.71440], [-0.80591, 0.75027, -2.02018], [-3.08548, 0.40939, 1.31686], [-3.09986, -0.80921, 0.13369], [-1.93142, -0.88804, 1.59177], [-0.08655, 1.93709, 0.25362], [-1.03671, 1.70690, 1.53037], [-1.75087, 2.43184, 0.20747]],
  "atomic_forces_ev_per_a": [[-0.3, -1.9, 0.5], [0.0, -0.6, 0.2], [-0.6, 1.7, -1.1], [-0.7, 1.0, 0.5], [0.2, -0.7, -3.4], [-0.2, 1.0, 0.8], [0.5, -0.2, 1.9], [0.6, 0.4, -0.3], [-0.4, 1.4, -0.6], [0.9, -0.3, -1.3], [0.3, -0.2, 1.4], [-0.2, -0.6, 1.0], [0.5, -2.0, -0.2], [0.8, 0.5, -0.5], [-0.5, 0.7, -0.3], [-0.7, 1.3, 1.1], [0.6, -0.4, 1.4], [0.0, -1.2, 1.1], [-0.5, 0.4, -0.7], [-0.4, -0.1, -1.2], [0.3, -0.1, -0.3]],
  "mulliken_charge": [-0.196, 0.201, -0.925, -1.290, -1.306, 0.591, -0.131, -0.213, 0.274, 0.309, 0.298, 0.291, 0.363, 0.384, 0.358, 0.450, 0.346, 0.310, 0.063, 0.457, 0.366]
}


- Number 1 is which compound?
  C5H8O2S